Record 1
{
  "formula": "C36H41N4PtSe",
  "method": "ωB97M-V/def2-TZVPD",
  "homo_lumo_gap_ev": [6.543, 6.351],
  "total_energy_ha": -4136.0292,
  "spin_multiplicity": 3,
  "charge": 1,
  "s2": 2.0163,
  "e_lumo_ev": [-3.13, -4.33],
  "largest_force_ha_per_bohr": 0.007,
  "symbols": ["Pt", "C", "C", "C", "C", "C", "C", "C", "C", "N", "C", "C", "C", "C", "N", "C", "C", "C", "C", "C", "C", "C", "C", "H", "H", "H", "H", "H", "H", "H", "H", "H", "H", "H", "H", "H", "H", "H", "H", "H", "H", "H", "H", "H", "H", "H", "H", "C", "C", "C", "C", "C", "C", "Se", "C", "C", "C", "H", "H", "H", "H", "H", "H", "H", "H", "H", "H", "H", "N", "C", "N", "C", "C", "C", "C", "C", "C", "H", "H", "H", "H", "H", "H"],
  "xyz": [[0.2770, 0.6387, -0.0852], [4.3494, 1.3234, 0.0738], [4.0123, 0.5309, -1.1585], [4.7682, 0.7057, -2.3154], [4.4784, 0.0054, -3.4725], [3.4169, -0.8864, -3.4986], [2.6294, -1.0870, -2.3735], [1.4694, -2.0397, -2.3900], [2.9554, -0.3734, -1.2117], [2.0870, -0.5383, -0.0855], [2.4244, -1.1980, 0.9532], [3.7404, -1.8770, 1.1405], [1.3775, -1.2771, 2.0364], [1.5925, -2.2299, 3.1670], [0.3603, -0.5141, 1.8956], [-0.6976, -0.5490, 2.8601], [-0.7049, 0.3907, 3.8868], [0.3654, 1.4380, 4.0232], [-1.7525, 0.3390, 4.8013], [-2.7549, -0.6093, 4.6841], [-2.7287, -1.5223, 3.6417], [-1.7007, -1.5107, 2.7079], [-1.6484, -2.5086, 1.5879], [4.4611, 2.3784, -0.1801], [5.2968, 0.9925, 0.5042], [3.5825, 1.2463, 0.8449], [5.5931, 1.4080, -2.3000], [5.0790, 0.1559, -4.3597], [3.1902, -1.4333, -4.4056], [1.3323, -2.4590, -3.3854], [0.5472, -1.5366, -2.0903], [1.6209, -2.8687, -1.6944], [4.2745, -1.9628, 0.1967], [3.6130, -2.8655, 1.5770], [4.3549, -1.2940, 1.8324], [1.6659, -3.2513, 2.7873], [0.7803, -2.1785, 3.8865], [2.5338, -2.0087, 3.6735], [-0.0844, 2.4205, 4.1702], [1.0068, 1.4897, 3.1434], [1.0011, 1.2407, 4.8891], [-1.7784, 1.0584, 5.6109], [-3.5625, -0.6343, 5.4037], [-3.5184, -2.2575, 3.5421], [-2.5810, -3.0673, 1.5318], [-0.8344, -3.2252, 1.7299], [-1.4912, -2.0168, 0.6256], [-6.2550, -2.5866, 0.6678], [-5.1207, -1.7142, 0.2128], [-4.7215, -0.6119, 0.9517], [-3.6778, 0.2165, 0.5449], [-3.3345, 1.4088, 1.3941], [-3.0270, -0.0846, -0.6589], [-1.6787, 1.0830, -1.3394], [-3.4135, -1.1935, -1.4321], [-2.7339, -1.5390, -2.7285], [-4.4479, -1.9921, -0.9759], [-6.5797, -2.3227, 1.6733], [-5.9684, -3.6392, 0.6642], [-7.1126, -2.4824, 0.0006], [-5.2299, -0.3833, 1.8822], [-3.7312, 1.2781, 2.4007], [-3.7644, 2.3212, 0.9732], [-2.2602, 1.5637, 1.4621], [-1.6502, -1.4503, -2.6556], [-3.0568, -0.8725, -3.5317], [-2.9741, -2.5598, -3.0221], [-4.7394, -2.8571, -1.5618], [1.6744, 4.5297, -1.1954], [1.4934, 3.4674, -0.3829], [1.2486, 2.3658, -1.0491], [1.2511, 2.7231, -2.3937], [1.0714, 1.9368, -3.5304], [1.1556, 2.5707, -4.7508], [1.4187, 3.9482, -4.8474], [1.6121, 4.7322, -3.7297], [1.5253, 4.0861, -2.5002], [1.8848, 5.4653, -0.8949], [1.5503, 3.5417, 0.6915], [0.8765, 0.8761, -3.4447], [1.0193, 1.9989, -5.6588], [1.4738, 4.4040, -5.8268], [1.8229, 5.7899, -3.8101]]
}

Record 2
{
  "formula": "C36H42F2N7O4S2",
  "method": "ωB97M-V/def2-TZVPD",
  "homo_lumo_gap_ev": 5.314,
  "e_above_lowest_kj_mol": 233.9,
  "total_energy_ha": -3075.5343,
  "spin_multiplicity": 1,
  "charge": 5,
  "e_lumo_ev": -10.72,
  "largest_force_ha_per_bohr": 0.234,
  "symbols": ["C", "N", "C", "C", "C", "C", "C", "C", "C", "C", "N", "C", "C", "C", "H", "H", "H", "H", "H", "H", "H", "H", "H", "H", "H", "H", "H", "H", "C", "N", "C", "C", "C", "C", "C", "C", "C", "C", "N", "C", "C", "C", "H", "H", "H", "H", "H", "H", "H", "H", "H", "H", "H", "H", "H", "H", "C", "N", "C", "C", "C", "C", "C", "C", "C", "C", "N", "C", "C", "C", "H", "H", "H", "H", "H", "H", "H", "H", "H", "H", "H", "H", "H", "H", "N", "S", "O", "O", "F", "S", "O", "O", "F"],
  "xyz": [[-6.1698, -5.2986, -1.1764], [-7.1541, -4.3611, -0.5424], [-7.9974, -4.8318, 0.3542], [-8.9888, -4.0167, 0.8720], [-9.0884, -2.6312, 0.5476], [-8.1826, -2.1904, -0.3625], [-7.2150, -3.0228, -0.9370], [-10.1201, -1.7939, 1.2030], [-10.8862, -0.8408, 0.4948], [-11.9165, -0.1369, 1.1520], [-12.1072, -0.3752, 2.4683], [-11.2352, -1.1267, 3.1823], [-10.2667, -1.9121, 2.5886], [-13.3315, 0.1233, 3.1993], [-5.5933, -5.7146, -0.3501], [-5.4614, -4.6352, -1.6724], [-6.7397, -6.0019, -1.7836], [-7.7705, -5.8072, 0.7585], [-9.7628, -4.5357, 1.4177], [-8.1619, -1.1249, -0.5372], [-6.5814, -2.7369, -1.7636], [-10.8289, -0.6797, -0.5716], [-12.6295, 0.4857, 0.6320], [-11.4639, -0.9628, 4.2250], [-9.6302, -2.5347, 3.1998], [-13.5780, -0.6333, 3.9442], [-14.1781, 0.4073, 2.5743], [-13.0532, 0.9873, 3.8028], [3.7751, -3.7250, 3.6600], [5.1459, -3.1862, 3.8618], [5.1858, -1.9887, 4.4006], [6.4244, -1.3341, 4.5956], [7.6346, -1.9699, 4.1477], [7.5566, -3.3009, 3.6065], [6.2862, -3.8497, 3.5895], [8.9886, -1.3123, 4.3243], [9.4209, -0.6654, 5.4868], [10.6878, -0.0239, 5.5126], [11.5130, -0.0150, 4.4086], [11.0209, -0.5992, 3.2902], [9.8275, -1.2525, 3.2438], [12.7677, 0.6421, 4.3468], [3.0496, -2.9146, 3.5899], [3.6673, -4.4446, 4.4716], [3.7421, -4.1950, 2.6771], [4.2970, -1.4734, 4.7335], [6.5429, -0.3393, 4.9990], [8.4074, -3.8087, 3.1769], [6.1424, -4.6946, 2.9324], [8.7872, -0.5286, 6.3506], [11.0854, 0.4499, 6.3979], [11.5480, -0.5966, 2.3475], [9.6037, -1.8490, 2.3717], [13.1976, 0.3929, 3.3766], [13.4123, 0.2066, 5.1102], [12.5405, 1.6592, 4.6661], [-2.6356, 3.7737, -8.5589], [-1.7651, 3.8798, -7.3836], [-2.2120, 4.5203, -6.2772], [-1.3731, 4.7168, -5.1783], [-0.0500, 4.3112, -5.1945], [0.3140, 3.6676, -6.3750], [-0.5170, 3.4424, -7.4403], [0.8431, 4.5702, -4.0220], [2.0366, 5.2628, -4.1957], [2.9351, 5.4942, -3.1195], [2.6505, 4.9569, -1.9468], [1.5299, 4.2374, -1.7483], [0.5934, 4.0362, -2.7556], [3.6295, 5.1873, -0.8906], [-2.2271, 3.0207, -9.2329], [-2.5672, 4.7540, -9.0304], [-3.6811, 3.5676, -8.3295], [-3.2578, 4.7859, -6.3244], [-1.8758, 5.1480, -4.3252], [1.3165, 3.2924, -6.5185], [-0.3080, 2.8739, -8.3345], [2.2843, 5.5320, -5.2119], [3.9343, 5.8778, -3.2634], [1.3708, 3.9319, -0.7247], [-0.2877, 3.5130, -2.4145], [4.5931, 5.3332, -1.3786], [3.6073, 4.3659, -0.1744], [3.4932, 6.1999, -0.5107], [3.0555, -2.4768, -0.9859], [1.6601, -1.5896, -1.3921], [1.6436, -0.9519, -2.6915], [1.0393, -0.9267, -0.2462], [0.5446, -2.7744, -1.7201], [3.9417, -1.3503, -1.1909], [3.9285, -0.2294, -0.3010], [4.3794, -1.1358, -2.5590], [5.2668, -2.2002, -0.6487]]
}

Question: Which formula does entry 2 have?
Answer: C36H42F2N7O4S2